Record 1
A 2-piece molecular cluster, C6H17NO2 overall in a non-equilibrium geometry. Source: OMol25; level of theory: ωB97M-V with the def2-TZVPD basis set.

Each line ends with the natural charge from an NBO analysis.
Element x y z (Å)
C1 0.65194 -0.92276 -3.39318  -0.601
C2 -0.30185 -0.09930 -2.39912  -0.408
C3 0.12267 -0.50813 -0.98210  -0.215
N1 -0.96770 -0.41379 -0.02830  -0.654
C4 -0.82022 -0.85167 1.30605  -0.045
C5 0.81240 -0.67071 1.70400  -0.685
C6 -1.61385 -0.14904 2.28109  -0.094
O1 -1.41983 1.29593 1.98635  -0.735
H1 1.56760 -0.48276 -3.65386  0.205
H2 0.05515 -1.01343 -4.26876  0.207
H3 0.64345 -1.84295 -2.87466  0.203
H4 0.15201 0.86598 -2.70091  0.199
H5 -1.34083 -0.07708 -2.56254  0.214
H6 0.64231 -1.50729 -0.90052  0.178
H7 0.97931 0.12358 -0.71023  0.170
H8 -1.30506 0.62783 -0.07395  0.384
H9 -0.78692 -2.07532 1.28201  0.195
H10 1.01193 -0.68096 2.74714  0.202
H11 1.37080 -1.54712 1.36744  0.211
H12 1.24280 0.19200 1.16928  0.228
H13 -1.41016 -0.24970 3.27049  0.189
H14 -2.77513 -0.11028 2.07692  0.192
H15 -0.45544 1.30016 2.30509  0.456
O2 1.43358 2.69277 1.09885  -0.949
H16 1.88373 3.19709 0.54955  0.475
H17 0.62728 2.90696 1.40386  0.478

Summary:
Total charge: 0
Largest force on an atom in eV/Å: 7.2
Highest occupied orbital energy in eV: -8.08
Molecular weight in g mol⁻¹: 135.21
E in a.u.: -443.90236
Kohn-Sham gap in Ha: 0.323
E_LUMO in eV: 0.694
Energy above the lowest of the compared OMol25 structures with the same formula, charge and spin in eV: 3.770

Record 2
A 2-piece molecular cluster, C6H17NO2P overall in a non-equilibrium geometry. Source: OMol25; level of theory: ωB97M-V with the def2-TZVPD basis set.

Each line ends with the natural charge from an NBO analysis.
Element x y z (Å)
C1 -0.88104 1.54819 -1.38827  -0.694
C2 1.61205 1.63504 -0.61758  -0.684
C3 1.78624 -0.98067 -1.96907  -0.440
C4 -0.55312 1.06017 2.49055  -0.247
C5 -1.16189 -2.44788 2.08980  -0.987
C6 0.52886 0.91881 -1.44281  0.509
N1 0.63537 -0.15690 -2.05321  -0.434
O1 -1.19247 -1.25763 -0.36393  -1.015
O2 -0.93724 0.10535 1.58028  -0.849
P1 -0.25946 -1.32551 0.92759  1.327
H1 -1.59972 0.86877 -0.77857  0.291
H2 -0.82045 2.52921 -0.98269  0.242
H3 -1.36169 1.55430 -2.35750  0.245
H4 2.14024 1.11611 0.06201  0.251
H5 1.16288 2.41511 -0.08381  0.250
H6 2.31726 1.96737 -1.35591  0.262
H7 2.34462 -0.60005 -1.08770  0.240
H8 1.41799 -2.01647 -1.85774  0.242
H9 2.23298 -1.00951 -2.97469  0.241
H10 -0.42733 0.80536 3.60219  0.190
H11 -1.18071 1.99227 2.36607  0.202
H12 0.51805 1.21794 2.21395  0.152
H13 -1.80991 -1.78056 2.63773  0.258
H14 -1.61345 -3.18791 1.43341  0.240
H15 -0.55663 -3.02646 2.73329  0.254
H16 -0.25293 -0.58068 -2.51863  0.452
H17 -2.08850 -1.36377 -0.30475  0.502

Summary:
Total charge: +1
Largest force on an atom in eV/Å: 5.0
Highest occupied orbital energy in eV: -12.35
Molecular weight in g mol⁻¹: 166.18
E in a.u.: -785.12516
Kohn-Sham gap in Ha: 0.330
E_LUMO in eV: -3.373
Energy above the lowest of the compared OMol25 structures with the same formula, charge and spin in eV: 0.126

Record 3
A 4-piece molecular cluster, C6H17NO3PS overall in a non-equilibrium geometry. Source: OMol25; level of theory: ωB97M-V with the def2-TZVPD basis set.

Each line ends with the natural charge from an NBO analysis.
Element x y z (Å)
C1 1.95325 1.28485 1.69470  -0.455
C2 0.89843 0.66464 1.59846  -0.011
C3 -0.35629 -0.24039 1.70671  -0.529
N1 -0.26261 -1.24727 0.61471  -0.907
P1 -1.77606 0.93799 1.47807  0.821
S1 -2.47644 1.10478 -0.35444  -0.778
H1 2.79552 1.99909 1.56732  0.221
H2 0.52174 -1.07924 -0.01784  0.388
H3 -1.14352 -1.38255 0.11739  0.356
H4 -1.27247 2.23849 1.84632  -0.034
H5 -2.86739 0.70010 2.38216  -0.070
C4 3.16663 -0.31210 -1.63234  -0.238
O1 1.77397 -0.31298 -1.35652  -0.722
H6 3.69261 -0.72155 -0.77427  0.202
H7 3.36865 -0.93261 -2.50997  0.146
H8 3.50845 0.71195 -1.81182  0.150
H9 1.32644 0.05303 -2.12802  0.466
C5 3.47562 -3.78456 -0.18336  -0.252
O2 4.40170 -3.04543 -0.97364  -0.727
H10 3.25746 -3.21783 0.72019  0.203
H11 2.55028 -3.93891 -0.74307  0.171
H12 3.90977 -4.75024 0.09147  0.148
H13 4.57896 -3.56392 -1.76608  0.456
C6 -6.14544 3.14268 -0.13203  -0.245
O3 -4.95889 3.67595 0.42855  -0.726
H14 -6.60966 3.90489 -0.75808  0.165
H15 -5.90537 2.26908 -0.74431  0.176
H16 -6.83968 2.85850 0.66491  0.147
H17 -4.56568 2.98356 0.97483  0.478

Summary:
Total charge: -1
Largest force on an atom in eV/Å: 3.1
Highest occupied orbital energy in eV: -2.18
Molecular weight in g mol⁻¹: 214.25
E in a.u.: -1258.68021
Kohn-Sham gap in Ha: 0.183
E_LUMO in eV: 2.801
Energy above the lowest of the compared OMol25 structures with the same formula, charge and spin in eV: 0.000

Record 4
A 2-piece molecular cluster, C6H17NOSi overall in a non-equilibrium geometry. Source: OMol25; level of theory: ωB97M-V with the def2-TZVPD basis set.

Each line ends with the natural charge from an NBO analysis.
Element x y z (Å)
C1 1.60828 1.40072 -0.79058  -0.631
C2 1.38053 0.32871 1.51381  -0.618
C3 2.18525 -1.05580 -0.50569  -0.629
C4 -1.74666 -2.90965 0.39837  -0.399
C5 -2.14682 2.50880 -0.44738  -0.228
C6 1.21218 0.06072 -0.02604  -0.534
N1 -1.37960 -1.43911 0.60680  -1.165
O1 -2.19909 1.45162 0.40406  -0.811
Si1 -0.56134 -0.36800 -0.47469  1.811
H1 2.59028 1.71253 -0.57376  0.212
H2 1.67679 1.43178 -1.87775  0.220
H3 0.90151 2.19817 -0.49150  0.225
H4 0.71702 1.18763 1.84339  0.241
H5 2.32751 0.77163 1.68633  0.212
H6 1.22004 -0.66145 2.10152  0.227
H7 2.22118 -1.39202 -1.58189  0.224
H8 3.14717 -0.63079 -0.29168  0.217
H9 2.09139 -1.89853 0.17626  0.215
H10 -2.75440 -3.17407 -0.11304  0.180
H11 -1.10247 -3.15782 -0.37264  0.189
H12 -1.74859 -3.30178 1.42773  0.212
H13 -2.19583 2.22385 -1.54959  0.119
H14 -1.23020 3.13011 -0.21180  0.118
H15 -3.02124 3.13271 -0.24674  0.155
H16 -2.12872 -1.01612 1.26617  0.439
H17 -1.06418 -0.53383 -1.86965  -0.204

Summary:
Total charge: 0
Largest force on an atom in eV/Å: 4.1
Highest occupied orbital energy in eV: -8.06
Molecular weight in g mol⁻¹: 147.29
E in a.u.: -658.17176
Kohn-Sham gap in Ha: 0.297
E_LUMO in eV: 0.022
Energy above the lowest of the compared OMol25 structures with the same formula, charge and spin in eV: 4.172

Record 5
A 2-piece molecular cluster, C6H17NP overall in a non-equilibrium geometry. Source: OMol25; level of theory: ωB97M-V with the def2-TZVPD basis set.

Each line ends with the natural charge from an NBO analysis.
Element x y z (Å)
C1 1.30323 -2.21191 0.34774  -0.664
C2 -0.33225 2.05224 0.05277  -0.744
C3 2.23704 1.00872 -0.84373  -0.410
C4 -3.20618 -0.79086 0.81798  -0.984
C5 1.30100 -0.68559 0.72788  -0.239
C6 -0.15740 0.75984 -0.71117  0.109
N1 1.09803 0.05833 -0.60033  -0.424
P1 -2.45515 -0.71630 -0.82931  0.353
H1 0.53489 -2.63235 -0.26600  0.239
H2 2.24801 -2.59938 -0.00291  0.234
H3 1.22393 -2.82364 1.34500  0.252
H4 -1.36707 2.31958 -0.28497  0.266
H5 -0.35174 1.91051 1.15453  0.240
H6 0.41349 2.88176 -0.17581  0.250
H7 2.29772 1.64326 0.01564  0.229
H8 3.10097 0.34654 -1.00466  0.235
H9 2.10752 1.65713 -1.72048  0.242
H10 -3.09962 0.15082 1.35548  0.240
H11 -3.06270 -1.64051 1.47418  0.242
H12 -4.21378 -0.69007 0.51526  0.255
H13 2.21705 -0.43097 1.29516  0.247
H14 0.52262 -0.50228 1.50471  0.249
H15 -0.36850 0.83136 -1.79903  0.193
H16 1.13960 -0.52398 -1.43738  0.444
H17 -3.13071 0.62779 -0.93056  -0.051

Summary:
Total charge: +1
Largest force on an atom in eV/Å: 3.8
Spin multiplicity: 3
Highest occupied orbital energy (spin up / spin down) in eV: -10.39 / -13.27
Molecular weight in g mol⁻¹: 134.18
E in a.u.: -634.47382
Kohn-Sham gap (spin up / spin down) in Ha: 0.279 / 0.285
E_LUMO (spin up / spin down) in eV: -2.807 / -5.527
Energy above the lowest of the compared OMol25 structures with the same formula, charge and spin in eV: 0.000

Record 6
A 3-piece molecular cluster, C6H17NS overall in a non-equilibrium geometry. Source: OMol25; level of theory: ωB97M-V with the def2-TZVPD basis set.

Each line ends with the natural charge from an NBO analysis.
Element x y z (Å)
C1 2.22539 -1.13313 0.52514  -0.239
C2 1.86283 -0.24696 -0.66107  -0.400
C3 1.74411 1.21611 -0.23284  -0.614
N1 2.43797 -2.47818 0.07127  -0.823
H1 3.17994 -0.77100 0.99720  0.190
H2 1.38379 -1.03388 1.24709  0.183
H3 0.90795 -0.54697 -0.99251  0.186
H4 2.54019 -0.36410 -1.55453  0.214
H5 0.93139 1.32736 0.52085  0.215
H6 2.63278 1.54466 0.19535  0.202
H7 1.54037 1.88653 -1.09186  0.207
H8 0.02185 -1.63355 0.15878  0.083
H9 2.93714 -3.02225 0.77349  0.360
H10 1.53526 -2.88151 -0.03686  0.343
C4 -2.61336 2.01785 0.19244  -0.615
C5 -2.12850 0.77330 -0.58348  -0.425
C6 -2.35257 -0.51501 0.14326  -0.515
S1 -1.10633 -0.68636 1.50180  -0.041
H11 -3.74016 2.02956 0.24333  0.205
H12 -2.29584 2.97620 -0.28849  0.217
H13 -2.26199 2.00414 1.23632  0.210
H14 -2.74761 0.73922 -1.52106  0.202
H15 -1.09131 0.81707 -0.92419  0.214
H16 -2.23231 -1.34452 -0.57945  0.222
H17 -3.31099 -0.67458 0.66002  0.220

Summary:
Total charge: 0
Largest force on an atom in eV/Å: 4.5
Highest occupied orbital energy in eV: -9.04
Molecular weight in g mol⁻¹: 135.28
E in a.u.: -691.62585
Kohn-Sham gap in Ha: 0.299
E_LUMO in eV: -0.908
Energy above the lowest of the compared OMol25 structures with the same formula, charge and spin in eV: 3.028

Record 7
A 2-piece molecular cluster, C6H17PSi overall in a non-equilibrium geometry. Source: OMol25; level of theory: ωB97M-V with the def2-TZVPD basis set.

Each line ends with the natural charge from an NBO analysis.
Element x y z (Å)
C1 0.50711 0.10208 -2.43779  -0.621
C2 -1.62090 0.85495 -1.25314  -0.615
C3 0.45111 2.28346 -1.39101  -0.617
C4 1.09954 -1.52329 0.53304  -1.141
C5 -0.38239 0.75375 2.15219  -1.123
C6 -0.04675 0.90375 -1.24627  -0.451
Si1 0.54701 0.28015 0.54251  1.269
P1 0.45383 -3.33856 3.31803  0.107
H1 0.95822 0.65058 -3.31557  0.216
H2 1.35598 -0.62081 -2.16345  0.210
H3 -0.32724 -0.46770 -2.84360  0.211
H4 -1.95491 -0.06083 -0.78983  0.209
H5 -1.96998 0.97010 -2.29625  0.207
H6 -2.06858 1.78649 -0.73560  0.209
H7 -0.10580 2.98415 -0.75215  0.208
H8 1.55027 2.36498 -1.36932  0.221
H9 0.15304 2.66784 -2.44287  0.188
H10 2.15940 -1.47059 0.84019  0.247
H11 0.61139 -2.04943 1.34496  0.224
H12 0.97392 -2.09847 -0.32670  0.239
H13 -1.39233 0.59850 2.47066  0.237
H14 0.13410 0.17854 2.81941  0.226
H15 -0.25069 1.80536 2.37707  0.241
H16 -0.50633 -2.99193 4.18716  -0.070
H17 -0.32904 -4.56307 2.77832  -0.029

Summary:
Total charge: 0
Largest force on an atom in eV/Å: 3.3
Spin multiplicity: 3
Highest occupied orbital energy (spin up / spin down) in eV: -6.57 / -9.34
Molecular weight in g mol⁻¹: 148.26
E in a.u.: -869.47904
Kohn-Sham gap (spin up / spin down) in Ha: 0.270 / 0.292
E_LUMO (spin up / spin down) in eV: 0.792 / -1.404
Energy above the lowest of the compared OMol25 structures with the same formula, charge and spin in eV: 1.615

Record 8
C6H18AgBrN3O3 as an isolated structure in a non-equilibrium geometry. Source: OMol25; level of theory: ωB97M-V with the def2-TZVPD basis set.

Each line ends with the natural charge from an NBO analysis.
Element x y z (Å)
Ag1 0.04945 1.16662 0.08047  0.812
C1 1.67426 1.49496 -2.65083  -0.239
O1 0.37768 1.92550 -2.21362  -0.987
H1 2.16214 2.20093 -3.32289  0.118
H2 2.35835 1.43725 -1.80420  0.103
H3 1.79328 0.49890 -3.07724  0.098
Br1 -0.50452 3.32407 2.04729  -0.926
C2 0.67420 -2.37625 -0.26869  -0.623
C3 0.24843 -1.91717 1.23885  -0.051
C4 1.34004 -1.17566 2.00674  -0.067
O2 1.76932 0.00351 1.32907  -0.570
C5 2.86630 0.69126 1.95035  -0.236
N1 -0.88542 -0.95858 1.09616  -0.877
H4 1.35407 -3.22806 -0.28562  0.203
H5 1.06174 -1.54586 -0.85893  0.247
H6 -0.22857 -2.72009 -0.77355  0.199
H7 -0.19693 -2.74082 1.79683  0.181
H8 2.19681 -1.84555 2.07949  0.170
H9 0.95528 -0.92621 2.99559  0.177
H10 3.67482 -0.03883 1.98732  0.151
H11 2.70635 0.82699 3.01997  0.173
H12 3.16368 1.63694 1.49717  0.226
H13 -1.70854 -1.38904 0.69955  0.346
H14 -1.20659 -0.62066 1.99212  0.378
C6 -3.24360 1.28456 -1.50778  0.757
O3 -3.21233 2.44102 -1.97394  -0.654
N2 -2.94909 0.93495 -0.26356  -0.855
N3 -3.52963 0.22464 -2.19854  -0.827
H15 -2.68088 0.01749 0.06265  0.373
H16 -2.77064 1.71044 0.35844  0.430
H17 -3.59180 -0.72539 -1.86137  0.375
H18 -3.71768 0.38815 -3.17731  0.398

Summary:
Total charge: -1
Largest force on an atom in eV/Å: 5.3
Highest occupied orbital energy in eV: -3.41
Molecular weight in g mol⁻¹: 368.00
E in a.u.: -3350.39425
Kohn-Sham gap in Ha: 0.217
E_LUMO in eV: 2.490
Energy above the lowest of the compared OMol25 structures with the same formula, charge and spin in eV: 1.299